74
Properties=species:S:1:pos:R:3 method="wB97M-V/def2-TZVPD" charge=-2 energy_ev=-74655.773 relative_energy_ev=0.964 homo_lumo_gap_ev=3.4 homo_ev=0.65 fmax_ha_per_bohr=0.0154 e_lumo_ev=4.05
Pd 0.0714 -0.5265 -0.6442
S -0.0108 -2.7124 -2.2688
S -3.3434 1.5473 -4.3161
P 0.3977 1.7392 1.3852
O 3.2534 -0.6272 -1.6311
O 1.5439 0.9337 0.8616
O -0.4431 2.4307 0.1808
O -0.8180 0.7832 1.8692
O 0.6710 2.7621 2.4503
N 0.9535 -4.9391 -1.0998
N -1.7421 0.4226 -2.6223
N 0.3653 -3.0954 0.3087
C -5.3780 1.2691 -0.8198
C 3.7556 -1.9390 0.2361
C -0.2355 3.7581 -0.2881
C -1.2487 0.8233 4.2170
C 0.6903 -3.8304 1.3514
C -3.9379 1.2710 -2.7124
C 1.8528 0.6705 -2.9925
C -0.7544 -0.0221 3.0499
C 1.8516 -7.0107 -0.2706
C 3.2067 0.5945 -2.3285
C 1.1680 -5.1307 1.2671
C 0.6545 -0.5482 3.3174
C -2.9392 0.6677 -1.9501
C -0.8804 4.7526 0.6699
C 1.2498 4.0509 -0.4651
C -4.3629 0.6774 -0.0500
C -0.9355 3.7699 -1.6418
C 4.0898 -0.6625 -0.5061
C -1.6870 -1.1902 2.7541
C 0.4754 -3.6633 -0.9333
C -3.1364 0.3723 -0.6043
C 1.2907 -5.6311 -0.0264
C -5.1819 1.5771 -2.1513
C -1.8135 0.8329 -3.8213
H -5.9618 2.0495 -2.7353
H -2.7320 -0.8639 2.7690
H -6.3298 1.5046 -0.3578
H 5.1541 -0.6267 -0.8042
H 1.0205 -1.0961 2.4473
H 3.3149 1.4332 -1.6283
H 1.3484 0.2712 3.5100
H -1.5611 -1.9857 3.4952
H 3.8840 0.2016 0.1368
H 0.5762 -3.3492 2.3226
H 1.7664 4.0204 0.4959
H 1.4316 -5.7082 2.1441
H 4.0456 0.6461 -3.0446
H -0.4256 4.6614 1.6569
H -2.2530 1.1966 4.0007
H -1.2842 0.2261 5.1349
H 1.7336 -0.0829 -3.7736
H 2.9348 -7.0156 -0.1214
H -0.9976 0.7601 -4.5314
H 1.4220 -7.7433 0.4174
H -1.9920 3.5155 -1.5237
H -4.5391 0.4665 0.9973
H 1.6433 -7.3064 -1.2975
H -1.4531 -1.5849 1.7601
H 1.3796 5.0417 -0.9124
H -0.7541 5.7713 0.2882
H 1.6939 3.2980 -1.1181
H -2.2976 -0.0619 -0.0559
H 2.6839 -1.9414 0.4431
H 1.6833 1.6737 -3.4050
H 0.6276 -1.2092 4.1893
H -0.5818 1.6759 4.3528
H 4.3061 -1.9942 1.1799
H -1.9489 4.5380 0.7532
H 3.9928 -2.8181 -0.3682
H -0.8557 4.7599 -2.1035
H -0.4785 3.0250 -2.2981
H 1.1107 0.4743 -2.1901